[1]
62
Properties=species:S:1:pos:R:3:lowdin_charge:R:1 method="wB97M-V/def2-TZVPD" e_homo_ev=-9.548 smiles="O=S1(=O)C[C@H](F)[C@@H](S(=O)(=O)C(F)(F)F)[C@@H](Br)O1.NC(N)=O.NC(N)=O.NC(N)=O.NC(N)=O.NC(N)=O"
O 0.60 0.52 3.97 -0.305
S -0.71 0.84 3.47 0.634
O -1.04 2.22 3.48 -0.238
C -0.97 0.26 1.82 -0.150
C -2.06 -0.79 1.71 -0.301
F -3.27 -0.11 1.74 0.032
C -2.17 -1.84 2.82 -0.257
S -1.28 -3.34 2.35 0.736
O -1.50 -4.44 3.24 -0.281
O -1.76 -3.62 1.02 -0.278
C 0.55 -2.97 2.12 -0.682
F 0.87 -1.74 2.52 0.107
F 1.25 -3.84 2.83 0.146
F 0.84 -3.11 0.84 0.168
C -1.97 -1.30 4.25 -0.624
Br -0.52 -2.14 5.27 0.870
O -1.87 0.12 4.32 -0.222
H -0.06 -0.06 1.35 0.065
H -1.31 1.12 1.26 0.119
H -2.00 -1.26 0.74 0.152
H -3.20 -2.18 2.76 0.144
H -2.83 -1.56 4.84 0.109
N 0.86 2.30 -0.18 0.208
C 0.83 0.97 -0.38 -0.698
N 1.91 0.26 0.09 0.177
O -0.11 0.40 -0.93 -0.009
H 1.60 2.78 0.30 0.077
H 0.08 2.83 -0.54 0.105
H 1.88 -0.73 -0.05 0.095
H 2.69 0.67 0.56 0.072
N -0.30 3.51 -5.17 0.148
C -0.35 2.97 -3.91 -0.677
N -0.13 1.63 -3.85 0.169
O -0.57 3.65 -2.92 0.008
H -0.12 2.97 -6.00 0.084
H -0.46 4.50 -5.25 0.096
H -0.16 1.21 -2.93 0.060
H 0.06 1.05 -4.65 0.095
N -6.54 -5.47 1.25 0.148
C -5.45 -4.89 1.83 -0.674
N -4.24 -5.42 1.51 0.167
O -5.55 -3.93 2.59 0.011
H -6.49 -6.25 0.63 0.090
H -7.44 -5.08 1.48 0.100
H -3.45 -4.98 1.94 0.049
H -4.11 -6.19 0.89 0.101
N 5.09 3.21 2.72 0.156
C 3.92 2.59 2.37 -0.649
N 3.24 1.99 3.38 0.181
O 3.52 2.58 1.21 0.000
H 5.44 3.23 3.66 0.095
H 5.61 3.66 2.00 0.103
H 2.37 1.53 3.16 0.066
H 3.56 1.97 4.33 0.104
N 3.11 3.60 -7.20 0.148
C 2.99 2.27 -7.48 -0.689
N 4.03 1.49 -7.06 0.148
O 2.03 1.81 -8.07 0.013
H 3.88 4.01 -6.71 0.092
H 2.35 4.19 -7.50 0.098
H 3.98 0.51 -7.25 0.101
H 4.83 1.84 -6.57 0.091

***

[2]
39
Properties=species:S:1:pos:R:3:lowdin_charge:R:1 method="wB97M-V/def2-TZVPD" total_charge=+1 e_homo_ev=-11.374
C 3.40 1.44 -1.37 -0.106
C 3.54 2.80 -0.70 -0.252
C 2.21 3.29 -0.11 -0.231
C 1.36 4.01 -1.16 -0.194
C -0.10 4.32 -0.80 -0.175
C -0.80 3.37 0.15 -0.162
N -1.17 2.08 -0.58 -0.300
Cl -0.39 0.63 -0.03 0.819
H 2.65 1.46 -2.16 0.065
H 4.34 1.10 -1.80 0.077
H 3.09 0.69 -0.64 0.068
H 4.28 2.74 0.09 0.111
H 3.88 3.53 -1.43 0.113
H 2.40 3.97 0.72 0.123
H 1.69 2.42 0.30 0.059
H 1.85 4.96 -1.37 0.124
H 1.40 3.46 -2.11 0.110
H -0.70 4.37 -1.71 0.121
H -0.18 5.31 -0.36 0.130
H -0.21 3.08 1.01 0.111
H -1.74 3.79 0.50 0.135
H -0.96 2.18 -1.58 0.140
H -2.17 1.90 -0.49 0.142
C -1.69 -2.67 -0.26 -0.161
O -1.77 -4.04 -0.52 -0.176
C -0.75 -4.80 0.12 -0.193
C -1.22 -5.42 1.42 -0.201
O -1.55 -4.42 2.37 -0.195
C -2.95 -4.24 2.53 -0.110
H -2.61 -2.21 -0.63 0.089
H -1.59 -2.46 0.81 0.077
H -0.83 -2.22 -0.79 0.060
H 0.13 -4.17 0.30 0.125
H -0.45 -5.60 -0.57 0.130
H -0.41 -6.02 1.83 0.129
H -2.07 -6.07 1.23 0.129
H -3.40 -5.09 3.05 0.093
H -3.45 -4.10 1.57 0.085
H -3.09 -3.35 3.14 0.088

***

[3]
45
Properties=species:S:1:pos:R:3:lowdin_charge:R:1 method="wB97M-V/def2-TZVPD" total_charge=-2 e_homo_ev=1.283 e_above_lowest_kcal_mol=53.6
Li 12.82 16.45 18.52 0.584
Li 12.72 15.60 21.08 0.679
O 11.42 17.31 21.55 -0.378
C 10.33 17.14 20.76 -0.525
C 10.27 15.72 20.12 -0.507
O 11.34 15.25 19.37 -0.480
H 10.25 17.92 19.96 0.071
H 9.35 17.22 21.30 0.062
H 9.30 15.60 19.57 0.062
H 10.11 15.03 20.98 0.067
O 15.25 18.23 22.32 -0.389
C 16.09 17.65 21.42 -0.553
C 15.52 17.10 20.06 -0.435
O 14.19 16.70 19.89 -0.481
H 16.62 16.83 21.97 0.040
H 16.97 18.31 21.18 0.043
H 16.10 16.19 19.78 0.056
H 15.81 17.87 19.31 0.049
C 9.76 20.23 15.93 -0.114
O 9.81 19.15 16.83 -0.191
C 10.18 17.91 16.25 -0.198
C 11.68 17.88 15.91 -0.226
N 12.45 18.11 17.12 -0.055
C 13.82 18.56 16.86 -0.182
C 13.94 19.97 16.29 -0.211
O 13.67 20.16 14.91 -0.220
C 13.79 21.49 14.46 -0.129
H 8.91 20.15 15.26 0.081
H 10.68 20.34 15.35 0.070
H 9.66 21.11 16.57 0.089
H 9.54 17.65 15.40 0.116
H 10.01 17.13 17.01 0.128
H 11.83 18.63 15.12 0.093
H 11.85 16.93 15.40 0.110
H 11.93 18.91 17.50 0.116
H 14.30 17.82 16.21 0.127
H 14.46 18.58 17.75 0.103
H 14.97 20.29 16.48 0.124
H 13.25 20.61 16.88 0.131
H 13.04 22.11 14.98 0.083
H 13.43 21.44 13.43 0.082
H 14.80 21.89 14.58 0.083
O 13.23 15.14 16.89 -0.075
H 12.87 14.72 16.10 0.040
H 13.86 14.51 17.25 0.059

***

[4]
38
Properties=species:S:1:pos:R:3:lowdin_charge:R:1 method="wB97M-V/def2-TZVPD" total_charge=+1 e_homo_ev=-12.107 e_above_lowest_kcal_mol=57.8
C 1.47 -2.82 0.08 0.039
C 1.37 -1.63 0.66 -0.328
C 1.98 -1.41 2.07 -0.026
C -1.29 -2.36 -2.20 -0.141
C 2.21 1.74 0.02 -0.098
C 1.06 1.58 2.00 -0.123
C -2.81 1.50 -0.40 -0.090
C -0.52 2.11 -1.23 -0.017
C -1.93 -1.75 -0.96 -0.255
C 0.77 -0.33 0.15 -0.235
N 1.06 1.10 0.66 -0.321
N -1.37 1.49 -0.17 -0.247
Si -1.22 -0.25 0.14 0.842
H 1.27 -3.05 -1.02 0.072
H 1.81 -3.82 0.38 0.082
H 2.98 -1.46 2.32 0.063
H 1.41 -2.14 2.70 0.111
H 1.68 -0.44 2.41 0.011
H -1.71 -3.32 -2.49 0.085
H -1.37 -1.83 -3.10 0.052
H -0.25 -2.54 -2.12 0.024
H 2.26 1.26 -0.95 0.088
H 2.19 2.87 -0.01 0.117
H 3.12 1.49 0.47 0.079
H 0.16 1.25 2.57 0.112
H 1.94 1.21 2.48 0.069
H 1.18 2.64 2.02 0.090
H -3.23 2.49 -0.85 0.160
H -3.09 0.78 -1.02 0.023
H -3.28 1.36 0.56 0.092
H -1.16 2.70 -1.92 0.108
H 0.34 2.75 -0.89 0.091
H 0.03 1.26 -1.81 0.124
H -1.91 -2.47 -0.22 0.037
H -2.94 -1.50 -1.27 0.067
H 1.18 -0.27 -0.84 0.096
H -1.14 2.03 0.61 0.113
H -2.25 -0.22 1.16 0.035

***

[5]
39
Properties=species:S:1:pos:R:3:lowdin_charge:R:1 method="wB97M-V/def2-TZVPD" total_charge=+1 e_homo_ev=-13.435 smiles="CC(C)(C)C(C)(C)[C@](C)(N)[NH+]=C(N)N" e_above_lowest_kcal_mol=0.0
C 1.04 -1.83 -0.76 -0.050
C 1.66 -0.52 -0.26 -0.505
C 2.31 0.17 -1.47 -0.040
C 2.82 -0.95 0.66 -0.049
C 0.66 0.40 0.55 -0.398
C 0.39 -0.21 1.94 -0.037
C 1.31 1.78 0.80 -0.037
C -0.75 0.68 -0.11 -0.411
C -0.66 0.94 -1.78 0.045
N -1.44 1.82 0.44 0.071
N -1.59 -0.51 0.07 0.140
C -2.91 -0.59 0.06 -0.418
N -3.49 -1.80 0.03 0.204
N -3.65 0.51 0.10 0.204
H 1.82 -2.42 -1.24 0.102
H 0.66 -2.44 0.06 0.083
H 0.27 -1.68 -1.51 0.069
H 2.57 1.21 -1.28 0.081
H 1.68 0.13 -2.35 0.069
H 3.23 -0.34 -1.73 0.092
H 3.33 -0.10 1.10 0.086
H 2.49 -1.60 1.46 0.084
H 3.55 -1.50 0.08 0.092
H -0.46 0.27 2.42 0.084
H 0.18 -1.28 1.89 0.080
H 1.25 -0.07 2.58 0.095
H 2.35 1.67 1.07 0.087
H 0.82 2.28 1.63 0.088
H 1.25 2.43 -0.07 0.083
H -1.63 1.35 -2.06 0.074
H -0.48 0.02 -2.29 0.056
H 0.11 1.67 -1.97 0.069
H -1.09 2.68 0.05 0.114
H -1.35 1.86 1.45 0.104
H -1.07 -1.37 -0.01 0.114
H -4.49 -1.89 0.11 0.127
H -2.95 -2.64 -0.02 0.127
H -4.66 0.47 0.15 0.132
H -3.11 1.38 0.19 0.087

***

[6]
49
Properties=species:S:1:pos:R:3:lowdin_charge:R:1 method="wB97M-V/def2-TZVPD" e_homo_ev=-9.685 smiles="CCCCNB1OBOB([C@H](C)CC)O1.C[N+](=O)[O-].C[N+](=O)[O-]"
C 2.65 -0.75 -1.02 -0.099
C 3.07 -1.07 -2.46 -0.238
C 3.35 0.15 -3.36 -0.195
C 2.57 1.40 -3.01 -0.213
N 1.13 1.20 -3.23 0.165
B 0.18 1.81 -2.39 -0.655
O 0.53 2.48 -1.21 0.257
B -0.23 2.13 -0.13 -0.348
O -1.58 1.93 -0.32 0.258
B -2.02 1.48 -1.57 -0.515
C -3.37 0.71 -1.73 -0.248
C -4.08 0.45 -0.40 -0.072
C -3.14 -0.58 -2.54 -0.218
C -2.48 -1.69 -1.72 -0.089
O -1.18 1.70 -2.65 0.300
H 1.57 -0.67 -0.91 0.073
H 3.10 0.17 -0.65 0.076
H 2.96 -1.55 -0.35 0.059
H 2.31 -1.70 -2.92 0.101
H 3.97 -1.68 -2.43 0.100
H 4.42 0.39 -3.38 0.109
H 3.09 -0.12 -4.39 0.109
H 2.92 2.23 -3.62 0.119
H 2.73 1.69 -1.97 0.099
H 0.91 0.25 -3.50 0.130
H 0.27 1.94 0.94 0.113
H -4.03 1.35 -2.33 0.144
H -4.39 1.38 0.07 0.081
H -3.44 -0.08 0.30 0.078
H -4.98 -0.16 -0.56 0.083
H -4.11 -0.94 -2.91 0.110
H -2.53 -0.36 -3.42 0.104
H -3.20 -2.30 -1.19 0.075
H -1.77 -1.29 -0.99 0.076
H -1.91 -2.37 -2.37 0.071
C 2.19 -0.18 3.02 0.056
N 1.52 -1.29 2.30 -0.447
O 2.18 -2.26 1.98 0.057
O 0.33 -1.16 2.07 0.051
H 3.23 -0.44 3.15 0.099
H 2.07 0.71 2.41 0.091
H 1.67 -0.06 3.97 0.066
C -1.57 -0.29 6.47 0.051
N -0.11 -0.54 6.50 -0.444
O 0.62 0.23 5.91 0.044
O 0.27 -1.51 7.12 0.078
H -1.75 0.60 5.88 0.095
H -2.03 -1.17 6.02 0.102
H -1.90 -0.18 7.50 0.100